Record 1
The following is a quantum chemistry calculation of a structure of composition C3H3IrO2 in a non-equilibrium geometry, from the OMol25 dataset.

- <S²> = 8.7652
- total charge = +1
- orbital gap (spin up / spin down) (eV) = 6.56 / 6.69
- multiplicity = 6
- E_HOMO (spin up / spin down) (eV) = -12.00 / -14.71
- LUMO (spin up / spin down) (eV) = -5.4 / -8.0
- relative energy (zero: lowest compared OMol25 entry of this formula, charge and spin) (kcal/mol) = 14.8

```
9
Properties=species:S:1:pos:R:3:forces:R:3
Ir 1.994618 0.344918 0.222667 6.351 3.221 0.811
O -0.005508 0.828282 0.209498 -3.823 -0.291 0.491
O 0.837830 -1.215447 -0.117572 -4.154 -2.037 0.704
C -0.191543 -0.523709 0.150279 1.511 -0.448 -2.733
C -1.794133 0.835235 -0.005711 1.087 1.168 -0.309
C -1.576541 -0.589863 -0.089267 -1.107 -1.637 1.369
H -2.304841 1.259974 0.865702 0.352 -0.010 -0.104
H -2.240026 -1.427912 0.101302 -0.081 0.176 -0.475
H -1.871141 1.415600 -0.931997 -0.137 -0.142 0.246
```
Forces are in eV/Å.

Mulliken population analysis, charges in e, atoms 1 to 6:
1. Ir 0.69
2. O -0.49
3. O -0.47
4. C 0.76
5. C -0.04
6. C -0.37

---

Record 2
The following is a quantum chemistry calculation of a structure of composition C3H3KLiO3 in a non-equilibrium geometry, from the OMol25 dataset.

- <S²> = 0.7547
- total charge = 0
- orbital gap (spin up / spin down) (eV) = 2.85 / 4.36
- multiplicity = 2
- E_HOMO (spin up / spin down) (eV) = -4.44 / -5.94
- LUMO (spin up / spin down) (eV) = -1.6 / -1.6
- relative energy (zero: lowest compared OMol25 entry of this formula, charge and spin) (kcal/mol) = 64.5

```
11
Properties=species:S:1:pos:R:3:forces:R:3
K -5.149806 -0.306220 0.089334 1.038 -0.003 -0.247
O -2.034684 -0.538347 -0.934804 -1.335 -0.239 0.658
O -0.778333 0.719596 0.299799 1.497 0.510 0.151
O 1.808612 -1.082865 -0.705223 -0.160 -0.062 0.136
C -1.237345 -0.504913 0.039227 0.445 -0.325 -0.989
C 0.891521 0.722087 0.594724 0.199 -0.101 0.405
C 1.812928 0.185680 -0.418908 -1.036 0.070 0.194
Li 0.256025 -1.982572 -0.259297 0.288 0.478 -0.007
H 0.942296 0.127270 1.522280 -0.327 0.123 -0.314
H 2.406595 0.880873 -1.035503 -0.270 -0.194 0.147
H 1.082193 1.779415 0.808373 -0.339 -0.257 -0.134
```
Forces are in eV/Å.

Mulliken population analysis, charges in e, atoms 1 to 6:
1. K 0.91
2. O -0.60
3. O -0.13
4. O -0.84
5. C -0.46
6. C -0.59

---

Record 3
The following is a quantum chemistry calculation of a structure of composition C3H3KO2 in a non-equilibrium geometry, from the OMol25 dataset.

- total charge = 0
- orbital gap (eV) = 5.62
- E_HOMO (eV) = -6.79
- LUMO (eV) = -1.2
- relative energy (zero: lowest compared OMol25 entry of this formula, charge and spin) (kcal/mol) = 109.3

```
9
Properties=species:S:1:pos:R:3:forces:R:3
K -3.917873 0.212157 0.609272 0.807 -0.001 -0.177
O -0.100072 1.287809 0.377126 1.004 1.657 -0.405
O -0.169756 -0.905906 0.269532 0.122 -1.212 0.484
C -0.970798 0.163956 -0.137454 1.116 0.461 -2.299
C 1.186702 -0.486384 0.102070 -0.755 -0.427 -1.444
C 1.115230 1.015278 -0.078855 -0.217 0.567 2.598
H -0.536735 0.419790 -1.269391 -2.053 -1.279 1.117
H 1.613774 -0.894564 -0.839434 -0.195 -0.169 0.389
H 1.779527 -0.812133 0.967134 0.172 0.404 -0.264
```
Forces are in eV/Å.

Mulliken population analysis, charges in e, atoms 1 to 6:
1. K 0.89
2. O -0.07
3. O -0.34
4. C -0.60
5. C -0.09
6. C -0.42

---

Record 4
The following is a quantum chemistry calculation of a structure of composition C3H3LiMnO3 in a non-equilibrium geometry, from the OMol25 dataset.

- <S²> = 12.0038
- total charge = +1
- orbital gap (spin up / spin down) (eV) = 3.83 / 8.15
- multiplicity = 7
- E_HOMO (spin up / spin down) (eV) = -9.11 / -13.40
- LUMO (spin up / spin down) (eV) = -5.3 / -5.3
- relative energy (zero: lowest compared OMol25 entry of this formula, charge and spin) (kcal/mol) = 65.2

```
11
Properties=species:S:1:pos:R:3:forces:R:3
Mn 4.036365 -0.280705 0.274768 4.203 0.097 0.550
O -2.552263 0.365780 -0.002780 4.689 2.519 0.953
O 2.328584 -0.764928 -0.495104 -2.310 0.141 -0.121
O 0.898605 0.384952 0.774292 -1.505 0.179 0.215
C -1.348208 0.871253 0.073622 -3.800 -2.501 -3.282
C -0.207833 -0.081833 -0.022301 -0.326 -2.532 1.234
C 2.123877 0.027503 0.471145 -1.152 -0.458 -0.608
Li -3.611638 -1.014340 -0.000794 -0.348 -0.205 0.037
H -1.173592 1.897432 -0.293350 -0.343 0.117 1.150
H 0.149090 -0.254504 -1.053019 -0.392 0.566 -0.002
H -0.642987 -1.150611 0.273524 1.285 2.077 -0.125
```
Forces are in eV/Å.

Mulliken population analysis, charges in e, atoms 1 to 6:
1. Mn 0.08
2. O -0.61
3. O -0.41
4. O -0.19
5. C 0.25
6. C -0.34

---

Record 5
The following is a quantum chemistry calculation of a structure of composition C3H3LiO2Ru in a non-equilibrium geometry, from the OMol25 dataset.

- <S²> = 8.7549
- total charge = +1
- orbital gap (spin up / spin down) (eV) = 6.62 / 8.33
- multiplicity = 6
- E_HOMO (spin up / spin down) (eV) = -11.03 / -13.70
- LUMO (spin up / spin down) (eV) = -4.4 / -5.4
- relative energy (zero: lowest compared OMol25 entry of this formula, charge and spin) (kcal/mol) = 87.2

```
10
Properties=species:S:1:pos:R:3:forces:R:3
Ru -0.609200 -0.972964 2.350726 -0.016 0.173 0.022
O 0.793003 -0.907543 0.863915 4.008 0.521 -1.134
O 1.226251 0.687437 -0.606529 -0.509 -3.148 1.857
C -0.421693 0.123144 -0.425169 -1.226 2.334 -1.621
C 1.932638 -0.137075 0.113646 -5.011 0.010 -0.008
C -1.291906 1.138145 -0.386869 1.541 -0.005 0.255
Li 2.477450 -2.220601 -0.286068 -0.058 0.369 0.407
H -2.312288 0.978434 -0.729494 0.125 -0.148 0.397
H -0.824165 -0.833399 -0.781095 1.398 0.132 -0.072
H -0.970088 2.144418 -0.113067 -0.251 -0.237 -0.102
```
Forces are in eV/Å.

Mulliken population analysis, charges in e, atoms 1 to 6:
1. Ru 0.58
2. O -0.47
3. O -0.23
4. C -0.16
5. C -0.23
6. C -0.42

---

Record 6
The following is a quantum chemistry calculation of a structure of composition C3H3LiO3Tb in a non-equilibrium geometry, from the OMol25 dataset.

- <S²> = 13.0349
- total charge = +3
- orbital gap (spin up / spin down) (eV) = 9.58 / 6.36
- multiplicity = 7
- E_HOMO (spin up / spin down) (eV) = -23.26 / -21.64
- LUMO (spin up / spin down) (eV) = -13.7 / -15.3

```
11
Properties=species:S:1:pos:R:3:forces:R:3
Tb 2.103930 0.339531 0.207318 1.916 1.236 -0.443
O -1.687871 0.474265 -1.134859 1.389 0.482 -0.854
O -0.380427 0.635956 0.639923 -0.941 -2.495 -0.591
O 0.622658 -1.441004 0.353561 -1.869 0.684 0.200
C -0.516472 0.955252 -0.712003 -1.390 2.027 -1.810
C -1.491509 -0.974667 -0.929118 -0.941 0.814 0.280
C -0.623310 -0.755500 0.275119 1.880 -2.798 1.654
Li -2.385133 -0.282478 1.754839 -0.843 0.230 0.661
H 0.605155 -2.099397 1.060200 0.090 -0.863 0.225
H -1.080986 -1.509902 -1.790535 0.837 0.463 -0.039
H -2.464760 -1.470656 -0.852952 -0.128 0.220 0.717
```
Forces are in eV/Å.

Mulliken population analysis, charges in e, atoms 1 to 6:
1. Tb 1.71
2. O -0.08
3. O -0.14
4. O -0.67
5. C 0.00
6. C -0.27

---

Record 7
The following is a quantum chemistry calculation of the molecule C3H3N in a non-equilibrium geometry, from the OMol25 dataset.

- total charge = 0
- orbital gap (eV) = 8.77
- E_HOMO (eV) = -8.14
- LUMO (eV) = 0.6
- relative energy (zero: lowest compared OMol25 entry of this formula, charge and spin) (kcal/mol) = 138.7

```
7
Properties=species:S:1:pos:R:3:forces:R:3
N -1.470108 1.490632 -1.105212 7.188 -2.140 1.074
C -0.208251 0.405633 -0.368539 -1.464 2.503 -0.875
C 0.299426 -0.685262 0.426115 -2.640 -1.886 1.064
C 1.200649 0.147242 0.005152 1.304 2.216 -2.368
H 2.314124 0.412228 -0.167197 -2.268 -0.477 0.567
H -2.178171 1.031115 -0.650122 -2.652 -1.795 1.487
H 0.037040 -1.631481 1.006344 0.533 1.580 -0.950
```
Forces are in eV/Å.

Mulliken population analysis, charges in e, atoms 1 to 6:
1. N -0.40
2. C -0.06
3. C -0.17
4. C -0.11
5. H 0.29
6. H 0.18

---

Record 8
The following is a quantum chemistry calculation of a cluster of 2 separate species, C3H3N2O in total in a non-equilibrium geometry, from the OMol25 dataset.

- total charge = +1
- orbital gap (spin up / spin down) (eV) = 10.00 / 10.00
- E_HOMO (spin up / spin down) (eV) = -17.30 / -17.30
- LUMO (spin up / spin down) (eV) = -7.3 / -7.3
- relative energy (zero: lowest compared OMol25 entry of this formula, charge and spin) (kcal/mol) = 54.3

```
9
Properties=species:S:1:pos:R:3:forces:R:3
O 2.809430 0.913873 -0.311817 1.337 0.048 -0.269
N -0.819133 -0.432122 -0.376429 1.930 -0.908 2.003
N 1.204695 -1.832147 0.274428 -1.381 0.801 -0.344
C 0.275541 -1.194831 -0.000819 0.490 -1.446 0.006
C -1.089148 0.620455 0.318711 -0.952 -1.222 -0.066
C 1.727251 0.943863 -0.073860 -0.925 0.551 0.266
H -0.755703 0.700445 1.363414 0.494 0.716 -0.853
H -1.472075 -0.842352 -1.016031 -0.205 0.164 -1.225
H -1.880858 1.122819 -0.177598 -0.788 1.298 0.482
```
Forces are in eV/Å.

Mulliken population analysis, charges in e, atoms 1 to 6:
1. O -0.05
2. N -0.06
3. N -0.21
4. C 0.39
5. C -0.12
6. C 0.04

---

Record 9
The following is a quantum chemistry calculation of the ion C3H3N2O4S with charge -1 in a non-equilibrium geometry, from the OMol25 dataset.

- <S²> = 2.0162
- total charge = -1
- orbital gap (spin up / spin down) (eV) = 6.62 / 7.05
- multiplicity = 3
- E_HOMO (spin up / spin down) (eV) = -2.89 / -4.96
- LUMO (spin up / spin down) (eV) = 3.7 / 2.1
- relative energy (zero: lowest compared OMol25 entry of this formula, charge and spin) (kcal/mol) = 40.9

```
13
Properties=species:S:1:pos:R:3:forces:R:3
S 1.411755 0.736011 0.316941 -2.691 3.901 -1.167
O 0.529560 0.854949 1.477604 1.298 0.014 -1.436
O 2.777153 0.492199 0.530818 1.666 -0.856 0.002
O 1.352723 2.277554 -0.495686 1.619 -1.941 1.883
O -2.706519 -0.192624 -1.131459 -2.446 1.351 -1.388
N 0.714471 -0.189810 -0.919359 0.112 0.892 0.365
N -0.478049 0.356066 -1.162552 2.650 2.267 -1.119
C -1.567579 -0.230522 -0.799317 0.691 -5.009 3.544
C -0.061582 -1.610830 0.805854 0.951 -2.658 1.509
C -1.218963 -1.277597 0.409768 -3.671 0.861 -0.545
H 0.971111 -1.848115 0.685556 -0.007 0.240 0.093
H 0.435451 2.278517 -0.715252 -1.564 0.235 -0.625
H -2.159533 -1.645799 0.997084 1.390 0.703 -1.117
```
Forces are in eV/Å.

Mulliken population analysis, charges in e, atoms 1 to 6:
1. S 1.02
2. O -0.50
3. O -0.58
4. O -0.54
5. O -0.62
6. N -0.31

---

Record 10
The following is a quantum chemistry calculation of the ion C3H3N2OS with charge -1 in a non-equilibrium geometry, from the OMol25 dataset.

- total charge = -1
- orbital gap (eV) = 6.04
- E_HOMO (eV) = -2.44
- LUMO (eV) = 3.6
- relative energy (zero: lowest compared OMol25 entry of this formula, charge and spin) (kcal/mol) = 34.4

```
10
Properties=species:S:1:pos:R:3:forces:R:3
S -2.710177 -0.878134 0.031072 0.102 0.082 0.024
O 2.195066 -1.818248 -0.097513 -0.026 1.061 -0.139
N 0.471335 1.260061 0.389729 0.094 0.655 0.423
N -1.064450 -0.483422 -0.013264 0.685 -0.803 -0.082
C -0.709296 0.709821 0.387695 -0.525 0.517 0.112
C 1.921568 -0.661470 -0.087551 -0.021 -2.152 0.083
C 1.644911 0.605364 0.010117 -0.198 1.123 -0.211
H -1.467623 1.405860 0.784357 -0.138 -0.109 -0.143
H -2.719649 -1.450048 -1.181731 -0.268 0.004 -0.053
H 2.438314 1.310213 -0.222907 0.295 -0.377 -0.014
```
Forces are in eV/Å.

Mulliken population analysis, charges in e, atoms 1 to 6:
1. S -0.30
2. O -0.50
3. N -0.66
4. N -0.53
5. C 0.06
6. C 0.66